(1)
{"formula": "C38H49Br2GeO4V", "method": "ωB97M-V/def2-TZVPD", "elements": ["V", "C", "O", "C", "C", "O", "C", "C", "O", "C", "H", "H", "H", "H", "H", "H", "H", "H", "H", "H", "H", "H", "H", "H", "C", "C", "C", "C", "C", "C", "C", "Br", "C", "O", "C", "C", "C", "C", "C", "C", "H", "H", "H", "H", "H", "H", "H", "H", "H", "H", "H", "H", "H", "H", "H", "H", "H", "H", "H", "H", "Ge", "C", "C", "C", "C", "C", "C", "C", "C", "C", "C", "C", "C", "H", "H", "H", "H", "H", "H", "H", "H", "H", "H", "H", "Br", "C", "C", "C", "C", "C", "C", "H", "H", "H", "H"], "xyz": [[0.4654, -0.4910, 1.5303], [-2.7319, -0.6768, 0.7383], [-1.9954, 0.0380, 1.7515], [-2.4452, -0.2885, 3.0701], [-1.5333, -1.3346, 3.6536], [-0.1562, -0.8858, 3.5451], [0.2673, 0.0615, 4.5554], [0.3498, 1.4251, 3.9123], [1.0486, 1.1899, 2.6802], [1.9203, 2.2273, 2.1875], [-3.7847, -0.4003, 0.7933], [-2.6198, -1.7550, 0.8679], [-2.3174, -0.3935, -0.2232], [-3.4764, -0.6462, 3.0566], [-2.4237, 0.6253, 3.6656], [-1.5856, -2.2563, 3.0822], [-1.7559, -1.5541, 4.6971], [1.2519, -0.2617, 4.8830], [-0.4164, 0.0437, 5.4028], [0.9067, 2.1254, 4.5361], [-0.6316, 1.8470, 3.7007], [2.4436, 2.6839, 3.0249], [1.3415, 2.9765, 1.6468], [2.6283, 1.7391, 1.5246], [0.8561, -5.4050, -4.5558], [-0.3669, -5.4033, -3.6262], [-1.6481, -5.2561, -4.4599], [-0.4212, -6.7396, -2.8873], [-0.2492, -4.2220, -2.6613], [-0.1191, -4.3885, -1.2880], [-0.0024, -3.2683, -0.4930], [0.1968, -3.4554, 1.3807], [-0.0049, -1.9844, -1.0075], [0.0908, -0.9503, -0.1187], [-0.1207, -1.7744, -2.3755], [-0.2433, -2.9244, -3.1557], [-0.0901, -0.4204, -3.1031], [1.1335, -0.4025, -4.0323], [0.0051, 0.8237, -2.2099], [-1.3690, -0.2768, -3.9425], [0.8094, -6.2601, -5.2328], [1.7840, -5.4745, -3.9844], [0.9000, -4.5007, -5.1666], [-1.7603, -6.1161, -5.1226], [-1.6291, -4.3622, -5.0861], [-2.5314, -5.2055, -3.8191], [-0.5286, -7.5478, -3.6112], [-1.2736, -6.7943, -2.2051], [0.4935, -6.9308, -2.3211], [-0.1043, -5.3717, -0.8392], [-0.3258, -2.7962, -4.2275], [2.0588, -0.4873, -3.4576], [1.1625, 0.5341, -4.5946], [1.1115, -1.2210, -4.7521], [0.9239, 0.8418, -1.6231], [-0.8469, 0.9152, -1.5324], [0.0079, 1.7012, -2.8613], [-1.4644, -1.0617, -4.6924], [-1.3596, 0.6801, -4.4705], [-2.2599, -0.3120, -3.3093], [-1.9721, 3.9377, 1.1946], [-1.3854, 4.5259, 2.8568], [-0.1709, 5.1944, 3.0699], [0.1682, 5.6113, 4.3425], [-0.6982, 5.3666, 5.4073], [-1.9076, 4.7080, 5.2066], [-2.2531, 4.2880, 3.9339], [-1.2092, 4.1411, -0.4777], [0.0422, 4.7346, -0.7142], [0.4791, 4.9140, -2.0097], [-0.3272, 4.5137, -3.0761], [-1.5651, 3.9209, -2.8541], [-2.0058, 3.7262, -1.5579], [-3.3322, 3.2533, 1.2140], [0.4990, 5.4064, 2.2472], [1.0962, 6.1404, 4.5114], [-0.4319, 5.7062, 6.4002], [-2.5807, 4.5404, 6.0364], [-3.2038, 3.7907, 3.7764], [0.6685, 5.0616, 0.1055], [1.4396, 5.3731, -2.2011], [0.0179, 4.6694, -4.0902], [-2.1814, 3.6139, -3.6878], [-2.9694, 3.2599, -1.3870], [7.1650, -1.1397, 1.3597], [5.2839, -1.0233, 1.3593], [4.5797, -1.2827, 2.5231], [3.1913, -1.1905, 2.5100], [2.4811, -0.8233, 1.3622], [3.2278, -0.5925, 0.2037], [4.6156, -0.6936, 0.1914], [5.1085, -1.5707, 3.4227], [2.6659, -1.4395, 3.4301], [2.7259, -0.3442, -0.7277], [5.1742, -0.5192, -0.7191]], "lowdin_charge": [0.92, -0.04, -0.25, -0.17, -0.13, -0.25, -0.10, -0.13, -0.30, 0.01, 0.11, 0.10, 0.08, 0.15, 0.12, 0.08, 0.15, 0.14, 0.15, 0.15, 0.10, 0.11, 0.08, 0.10, -0.03, -0.55, -0.04, -0.06, -0.14, -0.04, -0.52, 1.00, -0.31, -0.29, -0.07, 0.03, -0.51, -0.02, -0.05, -0.03, 0.09, 0.09, 0.08, 0.09, 0.08, 0.09, 0.09, 0.09, 0.09, 0.11, 0.11, 0.09, 0.09, 0.09, 0.08, 0.07, 0.07, 0.08, 0.09, 0.09, 1.29, -0.39, -0.10, -0.04, -0.02, -0.04, -0.13, -0.38, -0.09, -0.04, -0.02, -0.06, -0.12, 0.01, 0.09, 0.12, 0.13, 0.12, 0.10, 0.09, 0.12, 0.13, 0.12, 0.10, 0.77, -0.70, -0.12, -0.12, -0.25, -0.11, -0.12, 0.11, 0.09, 0.08, 0.11], "relative_energy_kcal_mol": 10.21, "homo_ha": [-0.451, -0.451], "charge": 2, "lumo_energy_ha": [-0.276, -0.276]}

(2)
{"formula": "C38H49CoN4PSi2", "method": "ωB97M-V/def2-TZVPD", "elements": ["Co", "N", "P", "C", "C", "C", "C", "C", "C", "C", "C", "C", "C", "C", "C", "C", "C", "C", "C", "C", "N", "H", "H", "H", "H", "H", "H", "H", "H", "H", "H", "H", "H", "H", "H", "H", "C", "Si", "C", "C", "C", "C", "C", "C", "C", "C", "N", "Si", "C", "C", "C", "H", "H", "H", "H", "H", "H", "H", "H", "H", "H", "H", "H", "H", "H", "H", "H", "H", "H", "H", "H", "H", "H", "C", "N", "C", "C", "C", "C", "C", "C", "C", "C", "H", "H", "H", "H", "H", "H", "H", "H", "H", "H", "H", "H"], "xyz": [[0.3402, 0.7049, 0.1493], [-2.0521, -0.7508, -1.2611], [-0.9208, -1.5956, -0.2999], [-2.0150, -2.8322, 0.4987], [-1.4058, -3.8684, 1.2108], [-2.1718, -4.8296, 1.8432], [-3.5602, -4.7708, 1.7764], [-4.1709, -3.7458, 1.0779], [-3.4008, -2.7778, 0.4398], [-0.0672, -2.7064, -1.4621], [-0.7390, -3.6647, -2.2193], [-0.0335, -4.5120, -3.0551], [1.3536, -4.4295, -3.1153], [2.0302, -3.4977, -2.3455], [1.3191, -2.6313, -1.5248], [-2.3900, 0.5581, -1.0093], [-3.5444, 1.1077, -1.5815], [-3.8566, 2.4209, -1.3245], [-3.0291, 3.1654, -0.4895], [-1.9173, 2.5481, 0.0321], [-1.5837, 1.2726, -0.2187], [-2.6382, -1.2328, -1.9265], [-0.3259, -3.9236, 1.2630], [-1.6890, -5.6281, 2.3913], [-4.1595, -5.5236, 2.2713], [-5.2506, -3.6897, 1.0283], [-3.8887, -1.9608, -0.0753], [-1.8179, -3.7579, -2.1416], [-0.5588, -5.2465, -3.6513], [1.9051, -5.0995, -3.7623], [3.1101, -3.4384, -2.3884], [1.8403, -1.8904, -0.9292], [-4.1676, 0.4927, -2.2178], [-4.7399, 2.8636, -1.7658], [-3.2327, 4.1995, -0.2558], [-1.2340, 3.0864, 0.6702], [0.6296, -0.5704, 5.0452], [0.2140, -0.5947, 3.2017], [1.2271, -2.0552, 2.5688], [-1.6416, -0.8903, 3.1560], [0.7219, 0.9448, 2.2842], [2.1387, 0.8130, 1.8755], [3.3304, 1.0207, 2.5796], [4.5355, 0.8152, 1.9373], [4.5626, 0.4258, 0.5994], [3.3587, 0.2614, -0.0531], [2.2029, 0.4347, 0.5834], [0.2942, 2.5383, 3.1383], [0.8304, 4.0629, 2.1574], [1.1224, 2.8549, 4.8079], [-1.5620, 2.6091, 3.4683], [0.5143, -1.5764, 5.4579], [-0.0320, 0.0906, 5.6071], [1.6580, -0.2535, 5.2314], [0.9064, -2.9834, 3.0464], [2.2739, -1.8967, 2.8446], [1.1952, -2.1862, 1.4875], [-1.8856, -1.8910, 3.5214], [-2.0804, -0.7772, 2.1653], [-2.1316, -0.1719, 3.8153], [3.2933, 1.3235, 3.6163], [5.4644, 0.9600, 2.4748], [5.4938, 0.2716, 0.0745], [3.2876, 0.0097, -1.1044], [1.9168, 4.1744, 2.2202], [0.3912, 4.9513, 2.6192], [0.5718, 4.0705, 1.1006], [2.2116, 2.8465, 4.7427], [0.8243, 2.1472, 5.5798], [0.8359, 3.8545, 5.1470], [-2.1361, 2.0404, 2.7378], [-1.9200, 3.6411, 3.4533], [-1.7910, 2.2034, 4.4559], [0.4826, 0.5420, -6.0561], [0.6697, -0.2060, -4.8317], [2.0711, -0.3024, -4.4819], [-0.1711, 0.1933, -3.7031], [0.2229, 1.4749, -2.9918], [0.1498, 2.6744, -3.7011], [0.5954, 3.8781, -3.1725], [1.1650, 3.8822, -1.9104], [1.2279, 2.6793, -1.2162], [0.7090, 1.4591, -1.6693], [0.9176, -0.0176, -6.8878], [0.9546, 1.5368, -6.0468], [-0.5825, 0.6699, -6.2551], [2.6203, -0.7532, -5.3110], [2.1845, -0.9434, -3.6068], [2.5278, 0.6738, -4.2559], [-0.1248, -0.6173, -2.9797], [-1.2004, 0.2495, -4.0754], [-0.2864, 2.6734, -4.6937], [0.5049, 4.7916, -3.7474], [1.5436, 4.7959, -1.4686], [1.6547, 2.7308, -0.2143]], "lowdin_charge": [0.36, -0.11, 1.07, -0.36, -0.10, -0.07, -0.09, -0.08, -0.09, -0.36, -0.08, -0.07, -0.07, -0.08, -0.11, -0.36, -0.01, -0.06, -0.05, -0.10, 0.05, 0.11, 0.09, 0.11, 0.10, 0.10, 0.09, 0.11, 0.10, 0.10, 0.11, 0.08, 0.11, 0.11, 0.11, 0.08, -0.18, 0.44, -0.18, -0.17, -0.37, -0.38, -0.01, -0.05, -0.06, -0.11, 0.00, 0.44, -0.18, -0.18, -0.18, 0.03, 0.02, 0.03, 0.03, 0.04, -0.01, 0.04, 0.00, 0.02, 0.10, 0.11, 0.10, 0.11, 0.04, 0.03, -0.01, 0.02, 0.01, 0.03, 0.01, 0.03, 0.03, -0.12, -0.25, -0.10, -0.18, -0.23, -0.06, -0.10, -0.10, -0.15, -0.12, 0.08, 0.07, 0.08, 0.08, 0.06, 0.09, 0.07, 0.12, 0.10, 0.10, 0.10, 0.07], "multiplicity": 2, "homo_ha": [-0.270, -0.271], "lumo_energy_ha": [0.020, 0.020]}

(3)
{"formula": "C38H49N11", "method": "ωB97M-V/def2-TZVPD", "elements": ["C", "C", "C", "N", "C", "H", "H", "H", "H", "H", "C", "C", "C", "N", "C", "H", "H", "H", "H", "H", "C", "C", "C", "N", "C", "H", "H", "H", "H", "H", "C", "C", "C", "N", "C", "H", "H", "H", "H", "H", "C", "C", "C", "N", "C", "H", "H", "H", "H", "H", "C", "C", "C", "N", "C", "H", "H", "H", "H", "H", "C", "C", "C", "N", "C", "H", "H", "H", "H", "H", "C", "C", "C", "N", "C", "H", "H", "H", "H", "H", "C", "C", "N", "H", "H", "H", "C", "C", "N", "H", "H", "H", "C", "C", "N", "H", "H", "H"], "xyz": [[-0.3414, -3.0282, -4.4171], [0.6215, -3.2115, -3.4282], [-0.0573, -3.2702, -2.3062], [-1.3975, -2.9028, -2.4976], [-1.5894, -2.8392, -3.8181], [-0.1303, -2.9049, -5.4690], [1.6931, -3.1951, -3.5616], [0.2923, -3.3841, -1.2907], [-2.0854, -2.8097, -1.7640], [-2.5944, -2.5676, -4.1053], [3.4693, -1.0795, -0.7593], [3.1753, -0.8860, 0.5201], [4.3331, -0.5531, 1.1624], [5.3266, -0.3881, 0.1886], [4.7832, -0.7213, -1.0552], [2.6619, -1.2371, -1.4591], [2.1491, -0.9363, 0.8531], [4.6663, -0.3166, 2.1621], [6.2681, -0.1013, 0.4151], [5.2946, -0.6548, -2.0041], [-1.7844, 0.9017, -4.2487], [-1.6293, 1.6904, -5.4300], [-1.3607, 3.0058, -5.0362], [-1.2785, 3.0587, -3.6940], [-1.5757, 1.8270, -3.2270], [-2.0108, -0.1538, -4.2168], [-1.5827, 1.3423, -6.4514], [-1.2274, 3.9489, -5.5454], [-1.0508, 3.8948, -3.1753], [-1.6028, 1.6974, -2.1552], [3.1534, 0.2871, -4.5779], [3.4404, 1.3269, -5.5253], [2.4545, 2.2878, -5.2962], [1.5435, 1.8283, -4.3788], [1.9485, 0.6344, -3.9315], [3.6677, -0.6336, -4.3451], [4.1850, 1.4633, -6.2955], [2.2293, 3.2032, -5.8232], [0.7277, 2.3270, -4.0534], [1.3396, 0.1568, -3.1781], [1.1098, -4.6822, 3.5562], [0.7676, -3.4150, 3.0752], [-0.3575, -3.6126, 2.2574], [-0.6411, -4.9443, 2.2096], [0.2835, -5.6016, 3.0302], [2.0014, -4.9312, 4.1124], [1.2914, -2.5446, 3.4418], [-0.9352, -2.9662, 1.6133], [-1.2276, -5.3679, 1.5049], [0.3491, -6.6775, 3.0978], [1.5554, 2.1872, 5.7836], [0.6626, 1.8529, 4.8513], [1.2098, 0.7751, 4.1002], [2.4490, 0.5080, 4.5600], [2.7240, 1.4124, 5.5415], [1.3461, 3.0087, 6.4527], [-0.2318, 2.3906, 4.5734], [0.8735, 0.2733, 3.2050], [3.0340, -0.2039, 4.1465], [3.6908, 1.4417, 6.0221], [3.5424, 3.9542, -1.9908], [2.9992, 4.4031, -0.7722], [2.9119, 3.2638, 0.0723], [3.3843, 2.1930, -0.6167], [3.8542, 2.6231, -1.7776], [3.6916, 4.5217, -2.8975], [2.5931, 5.3885, -0.5980], [2.4355, 3.1226, 1.0312], [3.4213, 1.2350, -0.2988], [4.1898, 1.9039, -2.5100], [0.2154, 1.0179, 0.0482], [-0.6348, -0.0308, -0.2011], [-1.4770, -0.1197, 0.9649], [-1.1627, 0.8915, 1.8031], [-0.1363, 1.6204, 1.2796], [1.0770, 1.2848, -0.5457], [-0.6176, -0.8195, -0.9387], [-2.3403, -0.7627, 1.0524], [-1.6290, 1.0806, 2.6788], [0.3176, 2.3603, 1.9221], [-5.3369, 2.5681, 4.1094], [-4.0332, 1.9452, 4.0353], [-2.9724, 1.4311, 4.0655], [-5.2771, 3.4787, 3.5133], [-5.5664, 2.7770, 5.1543], [-6.1488, 1.9493, 3.7274], [-5.2317, -0.1308, 0.7087], [-4.5530, -0.7913, -0.4100], [-3.9546, -1.3621, -1.2609], [-5.9476, 0.6312, 0.4006], [-4.5140, 0.5020, 1.2307], [-5.7162, -0.6838, 1.5134], [-5.9930, -3.0569, 3.8326], [-4.7528, -2.6360, 3.1472], [-3.7825, -2.3131, 2.6067], [-6.7411, -2.2706, 3.9339], [-5.7640, -3.3418, 4.8595], [-6.4303, -3.8382, 3.2110]], "lowdin_charge": [-0.11, -0.14, -0.17, 0.02, -0.16, 0.09, 0.10, 0.10, 0.10, 0.11, -0.15, -0.16, -0.12, 0.02, -0.09, 0.10, 0.10, 0.10, 0.15, 0.11, -0.06, -0.09, -0.17, -0.01, -0.16, 0.07, 0.09, 0.11, 0.16, 0.09, -0.11, -0.10, -0.15, 0.03, -0.15, 0.07, 0.08, 0.10, 0.10, 0.10, -0.15, -0.10, -0.14, 0.01, -0.15, 0.10, 0.08, 0.08, 0.14, 0.10, -0.13, -0.14, -0.14, 0.02, -0.12, 0.10, 0.08, 0.09, 0.14, 0.10, -0.11, -0.10, -0.13, 0.02, -0.17, 0.09, 0.08, 0.09, 0.09, 0.09, -0.14, -0.11, -0.14, 0.01, -0.14, 0.07, 0.07, 0.05, 0.06, 0.09, -0.06, -0.22, 0.16, 0.09, 0.09, 0.08, -0.09, -0.23, 0.16, 0.08, 0.06, 0.06, -0.06, -0.25, 0.17, 0.08, 0.08, 0.08], "relative_energy_kcal_mol": 0.00, "homo_ha": -0.267, "smiles": "c1cc[nH]c1.c1cc[nH]c1.c1cc[nH]c1.c1cc[nH]c1.c1cc[nH]c1.c1cc[nH]c1.c1cc[nH]c1.c1cc[nH]c1.CC#N.CC#N.CC#N", "lumo_energy_ha": -0.007}

| no. | E (eV) |
| --- | --- |
| 1 | -270662.975 |
| 2 | -108834.668 |
| 3 | -56586.605 |